The following is a quantum chemistry calculation of a molecular structure, C19H10FN7O5SSbSe4V, from OMol25.

E_HOMO (alpha / beta)	-0.181 / -0.180	hartree
lowest unoccupied orbital energy (alpha / beta)	0.31 / 0.30	eV
relative energy (zero: lowest compared OMol25 entry of this formula, charge and spin)	0.724	eV
largest force on an atom	1.2	eV/A
E	-347704.657	eV
2S+1	4
expectation value of S²	3.785
total charge	-1

Each line ends with the Löwdin spin population.
CARTESIAN COORDINATES (ANGSTROEM)
V -0.3555 -0.2082 0.1109  1.912
S -5.1804 1.4702 5.3787  -0.001
N -4.3981 0.0849 5.1210  0.000
C -3.8524 0.1710 3.9226  0.000
C -3.0353 -0.8445 3.2864  0.000
C -2.6948 -2.0697 3.8565  0.005
C -1.9029 -2.9460 3.1437  0.000
C -1.4249 -2.5668 1.8900  0.006
N -1.7677 -1.4074 1.3396  0.006
C -2.5603 -0.5729 2.0063  0.007
C -2.8615 0.6937 1.3146  0.008
N -2.3154 0.8596 0.0951  0.000
C -2.5399 1.9886 -0.5607  0.007
C -3.3515 2.9969 -0.0454  -0.001
C -3.8956 2.8430 1.2153  0.006
C -3.6424 1.6716 1.9271  0.000
C -4.1460 1.3964 3.2608  0.000
N -4.9057 2.2075 3.9717  0.000
H -3.0499 -2.3068 4.8510  0.000
H -1.6109 -3.9057 3.5449  0.000
H -0.7540 -3.2136 1.3301  -0.002
H -2.0396 2.0903 -1.5143  0.000
H -3.5213 3.8962 -0.6198  0.000
H -4.5041 3.6171 1.6641  0.000
Se 2.2317 -3.7593 0.1370  0.459
Sb 0.6962 -3.7613 -1.7875  -0.006
Se -0.5276 -5.5024 -0.5038  0.552
Se 1.3295 -4.3074 -4.0211  -0.007
Se -0.5590 -1.5558 -2.0100  -0.014
F 6.0620 -1.0432 1.2156  0.001
C 5.6736 -0.2171 0.2348  0.001
C 4.3907 -0.1147 -0.1241  0.005
N 3.9848 0.7201 -1.1464  0.000
C 2.5646 0.8329 -1.4206  0.002
C 1.8191 1.5879 -0.3263  0.007
O 2.3644 2.2896 0.4863  -0.001
O 0.5037 1.3917 -0.3815  0.007
C 4.8704 1.5281 -1.8220  0.000
O 4.5477 2.3146 -2.6902  0.000
N 6.1890 1.3641 -1.4357  0.000
C 6.7102 0.5563 -0.4294  0.000
O 7.8970 0.5388 -0.1802  0.000
H 3.6132 -0.7028 0.3511  0.009
H 2.1380 -0.1596 -1.5600  0.001
H 2.4191 1.3757 -2.3527  0.000
H 6.8525 1.9413 -1.9293  0.000
O 1.1053 0.2344 3.6665  0.011
C 1.0261 -0.2028 2.5688  0.015
N 0.9782 -0.7021 1.4808  0.006

The following is a quantum chemistry calculation of a molecular structure, C29H40IrN5O3S2, from OMol25.

E_HOMO (alpha / beta)	-0.577 / -0.590	hartree
lowest unoccupied orbital energy (alpha / beta)	-9.95 / -9.97	eV
relative energy (zero: lowest compared OMol25 entry of this formula, charge and spin)	0.394	eV
largest force on an atom	0.8	eV/A
E	-68799.102	eV
2S+1	2
expectation value of S²	0.757
total charge	+3

Each line ends with the Löwdin spin population.
CARTESIAN COORDINATES (ANGSTROEM)
Ir 0.5353 -0.3538 -0.6731  0.730
C 4.0579 -0.1110 11.2863  0.000
O 3.5080 -1.3333 10.7020  0.000
C 3.5106 -1.5657 9.4442  0.000
C 4.0653 -0.6590 8.4688  0.000
C 4.0411 -0.9995 7.1681  0.000
C 3.4647 -2.2655 6.7504  0.000
C 2.9242 -3.1646 7.7551  0.000
C 2.9376 -2.8235 9.0535  0.000
N 3.4359 -2.6898 5.5257  -0.002
N 4.0326 -2.0758 4.5525  -0.002
C 3.5247 -1.6677 3.4412  0.000
C 4.5356 -1.2006 2.4856  0.000
C 4.2413 -0.7252 1.2680  0.001
C 2.8644 -0.6938 0.8565  0.002
O 2.5186 -0.2451 -0.2562  0.003
C 1.8177 -1.2271 1.7593  0.015
N 0.5778 -1.2307 1.2217  0.011
C -0.4351 -1.6531 1.9771  0.016
C -0.2423 -2.1079 3.2722  -0.004
C 1.0297 -2.1251 3.8186  0.015
C 2.1016 -1.6698 3.0450  0.000
H 3.8457 -0.1987 12.3444  0.000
H 3.5523 0.7534 10.8636  0.000
H 5.1307 -0.0872 11.1107  0.000
H 4.5199 0.2656 8.7923  0.000
H 4.4827 -0.3543 6.4195  0.000
H 2.5260 -4.1127 7.4177  0.000
H 2.5537 -3.4667 9.8333  0.000
H 5.5598 -1.2563 2.8311  0.000
H 4.9955 -0.3727 0.5784  0.000
H -1.4185 -1.6171 1.5299  0.001
H -1.0948 -2.4464 3.8438  0.000
H 1.1770 -2.4871 4.8238  0.001
O -1.5159 -0.7289 -0.9956  0.000
S -1.8453 -2.2366 -1.2237  0.008
C -3.6553 -2.2302 -1.3584  0.002
C -3.9904 -2.8336 -2.7214  0.000
C -2.9235 -2.3229 -3.6850  0.000
C -1.5929 -2.5770 -2.9873  0.000
H -3.9156 -1.1712 -1.2949  0.000
H -4.0788 -2.7578 -0.5068  0.000
H -4.9993 -2.5492 -3.0167  0.000
H -3.9617 -3.9233 -2.6700  0.000
H -3.0512 -1.2560 -3.8725  0.000
H -2.9560 -2.8340 -4.6460  0.000
H -0.7550 -1.9554 -3.3049  0.000
H -1.2936 -3.6255 -3.0423  0.000
C -0.7324 0.5033 -6.6226  0.000
C 0.6450 1.1237 -6.8579  0.000
C 0.8151 2.5642 -6.3734  0.001
C 0.9092 2.7437 -4.8653  0.005
N -0.3835 2.4411 -4.2245  0.011
C -0.6170 1.7653 -3.1207  0.024
S 0.7797 1.3615 -2.1081  0.146
N -1.8562 1.4626 -2.7638  0.010
C -3.0563 1.9158 -3.4775  0.001
C -3.4177 3.3736 -3.2123  0.001
C -4.6310 3.8065 -4.0299  0.000
C -5.0113 5.2581 -3.7707  0.000
H -0.8357 -0.4240 -7.1858  0.000
H -1.5288 1.1726 -6.9600  0.000
H -0.9104 0.2604 -5.5707  0.000
H 0.8489 1.1116 -7.9290  0.000
H 1.4172 0.4977 -6.4007  0.000
H 0.0093 3.1957 -6.7654  0.000
H 1.7376 2.9735 -6.7886  0.000
H 1.1769 3.7714 -4.6166  0.000
H 1.6649 2.0844 -4.4437  0.004
H -1.1920 2.7553 -4.7437  0.000
H -1.9632 1.0169 -1.8643  0.000
H -3.8735 1.2687 -3.1573  0.000
H -2.9236 1.7256 -4.5476  0.000
H -2.5674 4.0246 -3.4401  0.000
H -3.6199 3.5008 -2.1454  0.000
H -5.4769 3.1539 -3.7939  0.000
H -4.4205 3.6628 -5.0946  0.000
H -5.2531 5.4191 -2.7191  0.000
H -5.8808 5.5465 -4.3586  0.000
H -4.1948 5.9324 -4.0340  0.000

The following is a quantum chemistry calculation of C3H4O4 in the gas phase, from OMol25.

E_HOMO	-0.289	hartree
lowest unoccupied orbital energy	0.70	eV
relative energy (zero: lowest compared OMol25 entry of this formula, charge and spin)	3.010	eV
largest force on an atom	4.7	eV/A
E	-11363.002	eV
2S+1	1
SMILES	OC1=C(O)OCO1
total charge	0

Each line ends with the Mulliken charge.
CARTESIAN COORDINATES (ANGSTROEM)
O -0.3842 -0.7411 2.4873  -0.458
C -0.1863 -0.5074 1.1821  0.182
C -0.7781 -0.7793 -0.0384  0.465
O -1.6873 -1.6630 -0.4806  -0.511
O -0.1980 -0.0090 -1.0785  -0.415
C 0.9437 0.5555 -0.4865  -0.031
O 0.6723 0.7218 0.8522  -0.432
H 0.0029 -0.0086 2.8589  0.327
H -2.0346 -1.3807 -1.3858  0.371
H 1.1523 1.5186 -0.9339  0.210
H 1.7056 -0.1298 -0.6079  0.294

The following is a quantum chemistry calculation of a molecular structure, C8H11Cl2NO5S3W, from OMol25.

E_HOMO	-0.612	hartree
lowest unoccupied orbital energy	-9.01	eV
relative energy (zero: lowest compared OMol25 entry of this formula, charge and spin)	0.000	eV
largest force on an atom	0.6	eV/A
E	-79562.289	eV
2S+1	1
total charge	+2

Each line ends with the Mulliken charge.
CARTESIAN COORDINATES (ANGSTROEM)
W -0.9164 0.5334 0.6115  1.516
O 1.0501 0.7645 1.6198  -0.508
C 2.3113 0.2288 1.1102  -0.640
C 2.0097 -1.1953 0.7427  -0.714
N 0.7321 -1.2556 -0.0170  -0.191
C -0.0263 -2.4991 0.2999  -0.582
C -1.2949 -2.1715 1.0501  0.470
O -2.2831 -2.7991 1.1301  -0.404
O -1.2031 -0.9158 1.7147  -0.342
C 0.9448 -1.0899 -1.4692  -0.646
C -0.2760 -0.5049 -2.1469  0.356
O -0.5765 -0.6390 -3.2735  -0.430
O -1.0234 0.2671 -1.2603  -0.651
H 1.1863 1.5541 2.1630  0.401
H 3.0539 0.2843 1.9035  0.509
H 2.6347 0.8389 0.2670  0.356
H 1.8934 -1.7768 1.6545  0.530
H 2.8298 -1.6262 0.1647  0.341
H 0.5609 -3.1490 0.9509  0.509
H -0.2753 -3.0784 -0.5883  0.428
H 1.2264 -2.0200 -1.9636  0.495
H 1.7508 -0.3674 -1.6224  0.463
Cl -1.7033 3.4276 -2.0312  -0.050
C -0.0251 3.7820 -1.7641  -0.474
Cl 0.8400 2.4726 -0.8090  0.029
H 0.0938 4.6864 -1.1803  0.391
H 0.5036 3.8184 -2.7093  0.350
S -4.9667 -0.0275 2.5765  -0.070
C -4.1641 0.0552 1.3153  0.638
S -3.3669 0.1392 -0.0871  -0.121
S -1.5206 2.2632 1.6477  0.040

What is the total charge in the first record? -1